Record 1
Computed, not measured: a structure of composition C8H10CoO5, with ωB97M-V with the def2-TZVPD basis set.

Calculated values
Electronic energy   -56282.009 eV
Energy relative to the best compared isomer or geometry (same formula, charge and spin)   1.65 kcal/mol
Maximum force   12.6 eV/Å
LUMO level (alpha / beta)   -14.0 / -17.1 eV
<S²>   6.02

```
! wB97M-V def2-TZVPD RIJCOSX def2/J DEFGRID3
* xyz 3 5
O 0.08189 -2.77070 -0.00925
C 0.18045 -1.67951 -0.38360
Co 0.22753 -0.02514 -0.93681
O -2.91991 -0.07133 -1.44612
C -1.77323 -0.06228 -1.32707
C 1.88622 0.02614 -1.39632
O 3.01420 0.06200 -1.65360
C 0.12292 1.60049 -0.31770
O -0.00799 2.67186 0.10305
C 1.57605 0.37429 2.67208
C 0.44825 -0.62334 2.84480
O -0.66091 -0.35107 1.97985
C -1.69336 0.51592 2.45943
C -2.77372 -0.22950 3.21954
H 2.04198 0.25906 1.68571
H 2.34227 0.19492 3.42575
H 1.22029 1.40405 2.77069
H 0.78239 -1.62645 2.56921
H 0.11534 -0.64000 3.90178
H -1.25763 1.31588 3.08742
H -2.11676 0.97429 1.56192
H -2.37346 -0.70872 4.11297
H -3.54334 0.48531 3.52694
H -3.24126 -0.98308 2.57893
*
```

Record 2
Computed, not measured: a cluster of 12 separate species, C43H89N3O15S in total, with ωB97M-V with the def2-TZVPD basis set.

Calculated values
Electronic energy   -92041.686 eV
Energy relative to the best compared isomer or geometry (same formula, charge and spin)   166.15 kcal/mol
Maximum force   6.5 eV/Å
LUMO level   0.2 eV
SMILES   O=S1(=O)OCCO1.CNC(C)=O.CNC(C)=O.CNC(C)=O.C1CCOC1.C1CCOC1.C1CCOC1.C1CCOC1.C1CCOC1.C1CCOC1.C1CCOC1.C1CCOC1

```
! wB97M-V def2-TZVPD RIJCOSX def2/J DEFGRID3
* xyz 0 1
O -9.63315 -1.83168 5.46593
S -8.16836 -1.73100 5.58128
O -7.39919 -1.35626 4.34511
O -7.71743 -0.88595 6.93842
C -6.90804 -1.67478 7.82877
C -6.40825 -2.81107 6.94684
O -7.50813 -3.03295 6.24753
H -6.07163 -1.12094 8.25512
H -7.50067 -1.97105 8.69428
H -6.01114 -3.66269 7.49925
H -5.66183 -2.42610 6.25205
C -0.42259 -7.66569 -8.49911
N -0.83462 -6.37380 -7.89271
C -1.91992 -5.64039 -8.34533
C -2.24230 -4.40002 -7.63241
O -2.53948 -5.86227 -9.37576
H 0.61939 -7.68661 -8.81840
H -1.06701 -7.90391 -9.34533
H -0.44586 -8.43669 -7.72898
H -0.19879 -6.04287 -7.18116
H -2.25784 -3.61916 -8.39275
H -1.42822 -4.28736 -6.91639
H -3.11219 -4.43493 -6.97654
C 7.63415 -9.72603 -1.85732
N 7.15915 -8.48021 -2.46476
C 6.26611 -8.58880 -3.43367
C 5.74316 -7.28613 -4.11518
O 5.83645 -9.69228 -3.87916
H 8.48421 -9.42337 -1.24585
H 8.08274 -10.53264 -2.43719
H 6.87500 -10.08739 -1.16363
H 7.61581 -7.59461 -2.29962
H 4.74314 -7.05135 -3.75054
H 5.47228 -7.54273 -5.13933
H 6.43368 -6.45703 -3.96064
C -1.14200 8.92809 -1.57102
N 0.12548 9.70136 -1.52559
C 0.26976 10.89880 -2.06162
C -0.94145 11.75418 -2.27611
O 1.45438 11.21476 -2.38279
H -1.64768 9.21804 -2.49206
H -1.78424 9.20004 -0.73336
H -0.92279 7.86094 -1.53573
H 1.01096 9.21556 -1.53073
H -1.71208 11.39515 -1.59395
H -1.23389 11.82937 -3.32345
H -0.74664 12.77988 -1.96290
C 3.31634 8.73307 4.00609
C 4.25715 9.80028 3.49303
C 5.32234 8.99816 2.69818
O 4.79979 7.64424 2.63988
C 4.00585 7.42211 3.77380
H 2.33659 8.63470 3.53863
H 3.02571 8.91132 5.04140
H 4.75265 10.28260 4.33561
H 3.64953 10.50169 2.92126
H 6.30010 9.02270 3.17932
H 5.48050 9.25807 1.65150
H 4.68440 7.01480 4.52331
H 3.35244 6.56802 3.59582
C -0.08370 -0.10821 1.09780
C 1.24880 -0.54583 0.55271
C 0.82395 -1.68830 -0.25406
O -0.31146 -1.04651 -0.93117
C -1.05936 -0.31866 0.00949
H 0.08961 0.92564 1.39648
H -0.42245 -0.57438 2.02302
H 2.00761 -0.72084 1.31539
H 1.67950 0.27609 -0.01919
H 0.67475 -2.62490 0.28318
H 1.60620 -1.89027 -0.98576
H -1.76848 -1.12519 0.19593
H -1.60143 0.58773 -0.26016
C 8.64935 -0.16193 1.29376
C 8.91321 -0.98470 2.46793
C 8.51385 -2.27208 1.91625
O 9.05515 -2.34563 0.56491
C 9.02523 -1.01476 0.11027
H 9.26105 0.71934 1.48687
H 7.58871 0.07984 1.22517
H 8.26857 -0.64017 3.27654
H 9.91552 -1.04419 2.89212
H 7.42649 -2.33240 1.87040
H 8.71767 -3.15301 2.52494
H 8.24807 -0.88462 -0.64284
H 10.04905 -0.78568 -0.18539
C 0.64584 6.47503 -7.42061
C 0.87036 5.17361 -6.71222
C -0.52637 4.50667 -6.58054
O -1.29974 5.69428 -6.48038
C -0.85782 6.69492 -7.37389
H 1.03080 6.39980 -8.43759
H 1.29819 7.24486 -7.00842
H 1.52815 5.36195 -5.86372
H 1.48759 4.44588 -7.23903
H -0.57952 4.06018 -5.58760
H -0.94968 3.89687 -7.37869
H -1.12050 7.73230 -7.16664
H -1.27526 6.49687 -8.36112
C -8.07665 1.42744 -4.46867
C -6.96934 1.09952 -5.38539
C -7.74131 0.58852 -6.68555
O -8.81309 -0.18495 -6.03006
C -9.28029 0.57054 -4.85102
H -8.25898 2.48907 -4.63538
H -7.85008 1.22043 -3.42277
H -6.41348 0.32523 -4.85662
H -6.28355 1.92529 -5.57481
H -7.18838 -0.17013 -7.23947
H -8.13334 1.35355 -7.35572
H -9.45563 -0.13564 -4.03944
H -10.20176 1.08745 -5.11897
C 3.01068 -3.09508 8.93984
C 3.94761 -4.32147 8.77755
C 3.98024 -4.72162 7.32951
O 3.36271 -3.59928 6.63380
C 3.34093 -2.55109 7.52615
H 3.20588 -2.63390 9.90799
H 1.94480 -3.31767 8.89048
H 3.49609 -5.16348 9.30219
H 4.91255 -4.21455 9.27310
H 3.51873 -5.69594 7.16889
H 5.03720 -4.87368 7.11084
H 2.50980 -1.89317 7.27225
H 4.27076 -1.99664 7.39932
C -4.08908 -8.03542 -2.19052
C -3.54747 -9.48870 -1.98182
C -4.48699 -10.07405 -0.95594
O -4.73051 -8.96405 -0.13314
C -4.95989 -7.81699 -0.97127
H -4.57811 -8.07636 -3.16379
H -3.41786 -7.18174 -2.28440
H -2.56802 -9.44535 -1.50547
H -3.46423 -9.94371 -2.96880
H -4.10335 -10.84428 -0.28686
H -5.41721 -10.44344 -1.38759
H -4.65875 -6.93593 -0.40458
H -5.99618 -7.57504 -1.20724
C -2.91918 3.95028 6.06470
C -1.82011 4.44366 6.93030
C -2.24693 5.82778 7.46667
O -3.64682 5.84676 7.08819
C -4.12336 4.52855 6.73630
H -2.83367 2.87978 5.87815
H -2.75763 4.33704 5.05851
H -0.88683 4.56479 6.38038
H -1.68301 3.69723 7.71269
H -1.82222 6.68292 6.94089
H -2.00202 5.86989 8.52797
H -4.87545 4.70944 5.96836
H -4.52614 3.99157 7.59509
*
```

Record 3
Computed, not measured: a structure of composition C17H23AuBrCl2N9O, with ωB97M-V with the def2-TZVPD basis set.

Calculated values
Electronic energy   -132236.247 eV
Energy relative to the best compared isomer or geometry (same formula, charge and spin)   18.99 kcal/mol
Maximum force   1.9 eV/Å
LUMO level   -3.4 eV

```
! wB97M-V def2-TZVPD RIJCOSX def2/J DEFGRID3
* xyz 0 1
Au 1.92102 1.80734 -1.28667
C -2.77046 -1.79048 3.91385
C -1.23523 -1.82945 3.82428
C -0.76891 -3.29364 3.84658
C -0.66330 -1.12473 5.05514
C -0.79955 -1.16953 2.52294
C 0.01667 -0.05534 2.48868
C 0.35334 0.49157 1.26691
Br 1.50624 2.03834 1.27050
C -0.07208 0.02334 0.02030
O 0.25338 0.58518 -1.12256
C -0.90171 -1.14239 0.05819
C -1.22499 -1.67778 1.28957
C -1.37665 -1.77914 -1.24938
C -2.21241 -0.77326 -2.06202
C -2.25258 -3.00740 -0.99244
C -0.15396 -2.23754 -2.06551
H -3.09921 -2.22297 4.86098
H -3.22862 -2.36155 3.10607
H -3.13260 -0.76282 3.85745
H -1.05871 -3.75709 4.79164
H 0.31606 -3.35606 3.75031
H -1.22070 -3.86942 3.03834
H -1.01523 -1.62988 5.95510
H -0.98911 -0.08421 5.10840
H 0.42795 -1.15464 5.06177
H 0.40351 0.40214 3.38920
H -1.84844 -2.56077 1.30729
H -3.05559 -0.41653 -1.46688
H -2.60429 -1.26219 -2.95576
H -1.61840 0.08065 -2.37482
H -3.14771 -2.74650 -0.42445
H -1.70605 -3.79003 -0.46268
H -2.57267 -3.41553 -1.95130
H 0.46828 -1.39298 -2.35082
H -0.48405 -2.73757 -2.97788
H 0.44779 -2.94013 -1.48547
N 4.25287 2.21771 -3.77736
C 2.94971 2.11480 -4.15612
N 2.51835 2.11715 -5.39728
N 1.17865 2.00509 -5.30585
N 0.77955 1.93631 -4.09366
N 1.89094 2.01587 -3.33106
C 4.67119 2.32516 -2.48778
N 5.92399 2.42800 -2.09960
N 5.87430 2.50196 -0.75639
N 4.67699 2.44645 -0.31698
N 3.87489 2.34351 -1.40622
H 4.95073 2.26920 -4.50212
Cl -0.06106 6.90708 -2.12728
C -1.03520 5.66775 -1.33686
Cl -0.14492 4.13240 -1.17952
H -1.91374 5.47702 -1.94016
H -1.28825 6.00753 -0.34062
*
```

Record 4
Computed, not measured: a cluster of 12 separate species, C48H60F36O24 in total, with ωB97M-V with the def2-TZVPD basis set.

Calculated values
Electronic energy   -197715.710 eV
Energy relative to the best compared isomer or geometry (same formula, charge and spin)   38.51 kcal/mol
Maximum force   5.9 eV/Å
LUMO level   0.2 eV
SMILES   CCOC(=O)C(F)(F)F.CCOC(=O)C(F)(F)F.CCOC(=O)C(F)(F)F.CCOC(=O)C(F)(F)F.CCOC(=O)C(F)(F)F.CCOC(=O)C(F)(F)F.CCOC(=O)C(F)(F)F.CCOC(=O)C(F)(F)F.CCOC(=O)C(F)(F)F.CCOC(=O)C(F)(F)F.CCOC(=O)C(F)(F)F.CCOC(=O)C(F)(F)F

```
! wB97M-V def2-TZVPD RIJCOSX def2/J DEFGRID3
* xyz 0 1
C -7.83277 19.39164 10.70586
C -7.94072 19.17096 9.18956
O -7.00672 19.93546 8.46333
C -5.70658 19.59891 8.45762
O -5.26225 18.52442 8.95388
C -4.78093 20.69142 8.01614
F -4.01300 20.98664 9.09464
F -4.02101 20.32694 7.04765
F -5.42696 21.78003 7.68264
H -7.18230 18.61169 11.10167
H -8.74062 19.17833 11.27015
H -7.32283 20.31648 10.97553
H -8.91867 19.51739 8.85537
H -7.89071 18.11733 8.91486
C -1.74271 13.15003 1.29677
C -0.66848 14.03712 1.86776
O 0.14972 14.62716 0.81835
C 0.85579 15.71008 1.06424
O 0.87455 16.28611 2.17911
C 1.58771 16.34314 -0.15738
F 1.34269 15.72742 -1.29644
F 1.20461 17.62057 -0.31850
F 2.92217 16.39992 0.19903
H -1.36887 12.37487 0.62783
H -2.47753 13.78513 0.80200
H -2.19545 12.53104 2.07135
H -0.09646 13.36193 2.50416
H -1.08958 14.72918 2.59703
C -9.71350 14.27304 0.98579
C -8.38359 13.53142 0.76853
O -7.53379 13.83830 1.86016
C -6.28300 13.37265 1.88451
O -5.80462 12.78937 0.91481
C -5.54918 13.52391 3.23806
F -5.43917 12.31717 3.88312
F -4.36197 13.94282 2.96609
F -6.19561 14.29841 4.12632
H -10.34516 14.09877 0.11474
H -9.51666 15.34458 1.01999
H -10.13886 13.87579 1.90740
H -7.87094 13.91978 -0.11152
H -8.58459 12.46591 0.65726
C 2.97977 17.46334 10.29288
C 1.78818 18.38426 9.88258
O 0.64946 17.62197 9.67364
C -0.50548 18.18803 9.38654
O -0.72244 19.36683 9.10920
C -1.55450 17.05117 9.16399
F -2.47169 17.09027 10.17721
F -2.13183 17.12890 7.99463
F -0.99021 15.85982 9.13149
H 3.67902 17.92885 10.98747
H 3.40616 17.13811 9.34393
H 2.62229 16.52225 10.71080
H 2.13393 18.99913 9.05162
H 1.70612 19.03841 10.75060
C -3.35029 14.04171 10.00729
C -4.03329 12.66345 10.13638
O -4.32472 12.12888 8.85192
C -4.94311 10.96400 8.78741
O -5.44853 10.38194 9.79736
C -4.89828 10.30107 7.39799
F -4.64213 8.97346 7.54383
F -6.06868 10.46170 6.83263
F -3.95242 10.76463 6.63631
H -2.38924 13.91233 9.50953
H -2.93701 14.43298 10.93692
H -3.95108 14.80372 9.51079
H -4.93184 12.87000 10.71780
H -3.27763 12.17050 10.74800
C -4.09974 17.59301 2.07194
C -4.97999 18.85801 1.96077
O -5.79363 18.96785 3.07873
C -6.84221 19.91570 3.08920
O -7.22562 20.59913 2.14128
C -7.52432 20.01185 4.43402
F -7.48330 18.92784 5.17916
F -6.88371 21.01370 5.13132
F -8.84130 20.37043 4.33201
H -4.67464 16.66803 2.02724
H -3.51319 17.63273 2.98981
H -3.22350 17.75392 1.44392
H -5.69229 18.80216 1.13759
H -4.43759 19.80003 2.04135
C -13.60127 14.64687 8.37834
C -13.17057 14.64627 6.92285
O -11.88510 15.21934 6.67874
C -11.71269 16.61180 6.69391
O -12.57200 17.42265 7.07707
C -10.26197 17.09454 6.28807
F -10.26182 17.35539 5.01476
F -9.91091 18.20735 6.96975
F -9.36324 16.16330 6.39008
H -12.64969 14.62956 8.90965
H -14.13846 13.75730 8.70726
H -14.00503 15.61508 8.67439
H -13.80136 15.22136 6.24501
H -13.14434 13.63113 6.52676
C 0.60067 12.70813 8.16579
C 1.41572 12.26766 9.42314
O 0.62414 11.59575 10.40925
C 0.43211 10.23340 10.37189
O 0.97492 9.33645 9.72965
C -0.66814 9.81527 11.37702
F -1.56849 8.99749 10.90697
F -0.12458 9.21138 12.45095
F -1.34995 10.78423 11.94939
H -0.00539 13.52939 8.54832
H 0.05533 11.97302 7.57392
H 1.28703 13.26995 7.53226
H 1.90765 13.07551 9.96488
H 2.19638 11.55063 9.16910
C -9.61099 13.02735 9.37965
C -10.82791 12.58452 10.21274
O -11.97062 12.22611 9.36777
C -12.87929 11.32917 9.92313
O -12.83513 10.83969 11.07130
C -13.90329 10.78880 8.95134
F -15.08051 11.43117 9.04370
F -13.54816 10.91048 7.67343
F -14.07393 9.53829 9.27957
H -9.63725 12.51048 8.42035
H -8.63873 12.84993 9.83937
H -9.67364 14.03533 8.96960
H -10.97663 13.42417 10.89169
H -10.57018 11.70505 10.80282
C -6.76515 14.54337 7.46118
C -5.66522 15.59315 7.05843
O -4.46935 14.79360 6.87879
C -3.39388 15.27088 6.15658
O -3.40423 16.28742 5.37579
C -2.06989 14.35677 6.27131
F -1.85642 13.80390 5.06421
F -1.08910 15.09396 6.48964
F -2.29740 13.32274 7.22310
H -7.83083 14.76874 7.42064
H -6.54348 14.20477 8.47325
H -6.81882 13.64254 6.84986
H -5.49676 16.45141 7.70891
H -6.02047 16.02245 6.12163
C -13.40581 11.45157 3.78961
C -12.40146 12.54321 3.33643
O -11.15758 12.47032 4.10004
C -10.27529 11.51265 3.85029
O -10.18857 10.80602 2.88641
C -9.17479 11.47692 4.95930
F -9.71061 11.76083 6.17716
F -8.74182 10.22574 5.15724
F -8.13017 12.38539 4.75008
H -14.29677 11.31523 3.17666
H -13.83803 11.52429 4.78760
H -12.76410 10.57323 3.85912
H -12.83507 13.53807 3.43817
H -12.07485 12.33781 2.31700
C 0.01134 19.42696 3.88375
C -0.52447 18.57786 4.95782
O 0.13309 17.35423 5.03156
C 1.21656 17.31769 5.80578
O 1.67348 18.22944 6.57886
C 1.98523 16.00067 5.56067
F 2.96306 16.19225 4.56538
F 2.65390 15.67417 6.74600
F 1.10368 14.99110 5.27750
H -0.23708 19.04820 2.89232
H 1.08949 19.43551 4.04378
H -0.23695 20.48435 3.79227
H -1.59135 18.44882 4.77559
H -0.44451 19.24209 5.81834
*
```

Among the records above, which one has the lowest energy relative to the best compared isomer or geometry (same formula, charge and spin)? C8H10CoO5

Which of these has the highest energy relative to the best compared isomer or geometry (same formula, charge and spin)? C43H89N3O15S

What is the formula in the third record? C17H23AuBrCl2N9O